Record 1
The following is a DFT calculation (ωB97M-V/def2-TZVPD) of C29H38CdN4O2P2 as an isolated structure at a distorted geometry.

Results
- molar mass (g/mol) = 649.0
- energy relative to the best compared isomer or geometry (same formula, charge and spin) (kJ/mol) = 173.1
- lowest unoccupied orbital energy (spin up / spin down) (Ha) = 0.02219 / 0.02219
- electronic energy (eV) = -63881.4303

```
! RIJCOSX wB97M-V def2-TZVPD def2/J DEFGRID3
* xyz 0 1
Cd -1.1518 1.9681 -2.4366
C -1.9180 2.1058 -4.6353
C -2.0889 0.7968 -4.2054
C -1.1518 -0.3459 -4.5167
C 0.3444 0.0662 -4.4657
C 0.6919 1.0102 -3.3309
C 0.7497 2.3990 -3.4575
C 0.5097 3.0958 -4.7859
C -0.7988 2.6471 -5.5089
C 0.9684 1.0582 4.3220
H -2.7991 2.7633 -4.6330
H -3.0922 0.4998 -3.8732
H -1.3888 -0.7935 -5.4992
H -1.3297 -1.1411 -3.7724
H 0.9540 -0.8475 -4.3396
H 0.6332 0.4851 -5.4405
H 1.2792 0.5390 -2.5274
H 1.3567 2.9449 -2.7207
H 1.3793 2.9760 -5.4637
H 0.4246 4.1804 -4.6058
H -1.2013 3.5579 -5.9828
H -0.5586 1.9849 -6.3533
H 0.8752 1.8006 5.1189
H 0.4249 1.4042 3.4345
H 2.0206 0.9315 4.0535
P 1.5228 -0.3154 1.2425
P -1.2849 -1.0835 1.4856
N 2.6719 0.7855 0.5349
N 2.8076 -1.5477 1.6636
N -1.8719 0.3760 0.5657
N -2.8260 -1.9192 1.5542
C 0.8464 -1.0851 -0.2847
C -0.4876 -1.8269 -0.0062
C 2.7665 2.1394 0.8880
C 3.7423 2.7307 0.1125
C 4.2690 1.7268 -0.7624
C 3.5897 0.5477 -0.4937
C 3.7984 -1.3543 2.6369
C 4.4810 -2.5472 2.8364
C 3.9267 -3.5089 1.9412
C 2.9122 -2.8706 1.2326
C -1.8836 1.6600 1.1300
C -2.4787 2.5410 0.2588
C -2.8059 1.8147 -0.9578
C -2.3923 0.4695 -0.7076
C -3.9352 -2.0329 0.7063
C -4.8979 -2.8196 1.3329
C -4.3692 -3.2073 2.6098
C -3.1063 -2.6580 2.7219
H 1.5819 -1.7639 -0.7438
H 0.6610 -0.2603 -0.9954
H -1.1596 -1.7939 -0.8819
H -0.3038 -2.8912 0.2231
H 2.1179 2.5198 1.6652
H 4.0504 3.7670 0.1632
H 5.0537 1.8616 -1.4902
H 3.6973 -0.4351 -0.9264
H 3.9281 -0.3855 3.0954
H 5.2882 -2.7120 3.5444
H 4.2315 -4.5430 1.8268
H 2.2648 -3.2462 0.4559
H -1.5395 1.7850 2.1482
H -2.6629 3.6005 0.4121
H -3.6244 2.0575 -1.6395
H -2.6644 -0.4192 -1.2682
H -3.9539 -1.5557 -0.2607
H -5.8649 -3.0877 0.9331
H -4.8663 -3.8129 3.3554
H -2.3591 -2.7156 3.5004
C -1.0173 -1.3678 6.2657
O -0.3732 -0.1433 5.8847
C 0.3855 -0.2500 4.7740
O 0.5610 -1.3341 4.2151
H -0.2856 -2.1544 6.4815
H -1.7010 -1.7067 5.4790
H -1.5730 -1.1136 7.1672
*
```

Record 2
The following is a DFT calculation (ωB97M-V/def2-TZVPD) of C29H38N4NiO2P2 as an isolated structure at a distorted geometry.

Results
- expectation value of S² = 2.011
- molar mass (g/mol) = 595.3
- energy relative to the best compared isomer or geometry (same formula, charge and spin) (kJ/mol) = 0.0
- lowest unoccupied orbital energy (spin up / spin down) (Ha) = -0.01338 / -0.02438
- electronic energy (eV) = -100362.1074

```
! RIJCOSX wB97M-V def2-TZVPD def2/J DEFGRID3
* xyz 0 3
Ni -1.9968 -1.4761 4.7662
C -0.0528 -0.4944 5.2331
C -0.6326 0.2242 4.1926
C -0.2301 0.1183 2.7310
C -1.0811 -0.9007 1.9345
C -1.4466 -2.1444 2.7140
C -0.6231 -2.8318 3.5995
C 0.8311 -2.4903 3.8794
C 1.0163 -1.5561 5.0999
C -3.5787 -2.8202 4.8479
H -0.1917 -0.1098 6.2418
H -1.2112 1.1042 4.4639
H 0.8316 -0.1331 2.6582
H -0.3446 1.1025 2.2652
H -2.0174 -0.4185 1.6336
H -0.5599 -1.1736 1.0040
H -2.3379 -2.6598 2.3608
H -0.9449 -3.8256 3.9018
H 1.2836 -2.0465 2.9883
H 1.3774 -3.4200 4.0700
H 0.9901 -2.1604 6.0130
H 2.0133 -1.0907 5.0642
H -3.8610 -3.0391 5.8827
H -3.3379 -3.7615 4.3373
H -4.4480 -2.3692 4.3515
P -0.1314 -0.2444 -3.7852
P 0.5787 2.4225 -2.2148
N 0.6275 -1.8167 -3.7463
N -1.0137 -0.2757 -5.2763
N 2.0975 2.1519 -1.4254
N 0.4179 4.1607 -2.1698
C 1.3345 0.7580 -4.3127
C 1.1094 2.2387 -3.9801
C 0.7715 -2.5022 -2.5405
C 1.6396 -3.5493 -2.7372
C 2.0472 -3.5126 -4.1061
C 1.4228 -2.4405 -4.7009
C -2.4016 -0.4262 -5.2805
C -2.8283 -0.5070 -6.5812
C -1.6732 -0.4062 -7.4160
C -0.5764 -0.2687 -6.6023
C 2.1448 1.6515 -0.1229
C 3.4536 1.6193 0.2852
C 4.2488 2.1162 -0.7928
C 3.4041 2.4383 -1.8255
C 1.3835 5.1450 -2.3478
C 0.7418 6.3466 -2.5407
C -0.6651 6.1013 -2.4952
C -0.8389 4.7572 -2.2674
H 1.4711 0.5979 -5.3885
H 2.2375 0.4067 -3.8054
H 2.0236 2.8296 -4.1108
H 0.3483 2.6483 -4.6504
H 0.2364 -2.1673 -1.6641
H 1.9359 -4.2747 -1.9923
H 2.7079 -4.2108 -4.6022
H 1.4574 -2.0729 -5.7144
H -2.9396 -0.4568 -4.3442
H -3.8537 -0.6165 -6.9052
H -1.6534 -0.4242 -8.4971
H 0.4678 -0.1548 -6.8495
H 1.2293 1.3675 0.3750
H 3.8089 1.2704 1.2447
H 5.3255 2.2169 -0.8088
H 3.6183 2.8319 -2.8070
H 2.4331 4.9007 -2.3059
H 1.2263 7.3041 -2.6775
H -1.4540 6.8331 -2.5977
H -1.7297 4.1549 -2.1642
C -1.8758 -2.0420 7.7551
C -2.6759 -0.8522 7.3406
O -3.2733 -0.1224 8.2538
O -2.7912 -0.5231 6.0715
H -1.0532 -1.7200 8.4270
H -1.4392 -2.5513 6.8713
H -2.5299 -2.7583 8.2944
*
```

Record 3
The following is a DFT calculation (ωB97M-V/def2-TZVPD) of an isolated molecule of C29H38N4O5.

Results
- molar mass (g/mol) = 522.6
- energy relative to the best compared isomer or geometry (same formula, charge and spin) (kJ/mol) = 0.0
- lowest unoccupied orbital energy (Ha) = 0.01659
- electronic energy (eV) = -46890.2448

```
! RIJCOSX wB97M-V def2-TZVPD def2/J DEFGRID3
* xyz 0 1
C 6.7226 -0.0288 -3.0928
C 7.1177 0.2222 -1.6405
O 6.0831 0.8329 -0.8938
C 5.0390 0.1037 -0.4513
C 4.8918 -1.2650 -0.5877
C 3.7718 -1.9102 -0.0630
N 3.6004 -3.2697 -0.1963
C 2.5191 -3.9723 0.2696
O 2.4259 -5.1676 0.0995
N 1.5691 -3.2234 0.9348
C 0.3803 -3.9082 1.4306
C -0.8714 -3.3491 0.8100
C -2.0121 -3.1459 1.5745
C -3.1570 -2.6291 0.9991
C -3.1751 -2.2767 -0.3458
C -4.4306 -1.7187 -0.9285
O -5.5358 -2.0637 -0.5537
N -4.2283 -0.8420 -1.9413
C -5.3159 -0.1396 -2.5751
C -5.2755 1.3637 -2.3013
C -5.3113 1.6711 -0.8027
N -4.0353 1.4237 -0.1470
C -3.1147 2.5316 -0.3324
C -1.7556 2.2256 0.2880
C -1.9134 1.9849 1.7871
C -0.5807 1.6841 2.4619
C -2.8964 0.8296 1.9556
C -4.2206 1.1452 1.2691
C -2.0372 -2.4945 -1.1160
C -0.9021 -3.0348 -0.5433
C 1.6287 -1.8531 1.1621
O 0.7462 -1.2966 1.7833
C 2.7958 -1.1796 0.6070
C 2.9381 0.2069 0.7443
C 4.0342 0.8562 0.2253
O 4.2625 2.1891 0.2950
C 3.3023 3.0032 0.9424
C 3.7943 4.4398 0.8683
H 7.5666 -0.4463 -3.6347
H 5.8843 -0.7178 -3.1583
H 6.4318 0.9084 -3.5598
H 7.4510 -0.7039 -1.1566
H 7.9377 0.9442 -1.6010
H 5.6355 -1.8588 -1.0947
H 4.3029 -3.8180 -0.6733
H 0.5014 -4.9658 1.1788
H 0.3384 -3.7932 2.5172
H -2.0007 -3.3899 2.6262
H -4.0508 -2.4794 1.5854
H -3.3149 -0.4273 -2.0329
H -6.2373 -0.5747 -2.1800
H -5.2781 -0.3177 -3.6572
H -6.1407 1.8254 -2.7798
H -4.3771 1.7907 -2.7505
H -5.6358 2.7165 -0.6500
H -6.0603 1.0221 -0.3435
H -2.9969 2.7131 -1.4041
H -3.5168 3.4599 0.1199
H -1.3363 1.3297 -0.1743
H -1.0787 3.0624 0.0996
H -2.3435 2.8879 2.2392
H -0.7137 1.6005 3.5381
H -0.1774 0.7423 2.0993
H 0.1347 2.4822 2.2670
H -2.4635 -0.0711 1.5178
H -3.0818 0.6376 3.0137
H -4.8895 0.2851 1.3545
H -4.6975 2.0036 1.7799
H -2.0434 -2.2711 -2.1732
H -0.0278 -3.2135 -1.1543
H 2.1555 0.7292 1.2688
H 3.1893 2.6914 1.9896
H 2.3292 2.9055 0.4413
H 4.7590 4.5263 1.3601
H 3.0831 5.0999 1.3564
H 3.9081 4.7399 -0.1695
*
```

Record 4
The following is a DFT calculation (ωB97M-V/def2-TZVPD) of C29H39GeN4O4SeW as an isolated structure.

Results
- molar mass (g/mol) = 843.1
- energy relative to the best compared isomer or geometry (same formula, charge and spin) (kJ/mol) = 5.4
- lowest unoccupied orbital energy (Ha) = 0.08969
- electronic energy (eV) = -168542.6743

```
! RIJCOSX wB97M-V def2-TZVPD def2/J DEFGRID3
* xyz -1 1
W -0.4997 -1.0356 -0.8937
C 0.7201 -3.4682 1.0376
C 1.8585 -2.7995 0.2618
N 1.4812 -2.0262 -0.9479
C 1.6059 -2.7413 -2.2367
C 1.1065 -1.8493 -3.3749
N -0.1868 -1.1658 -3.0794
C -1.3368 -1.5883 -3.9349
C -2.7498 -1.6593 -3.3186
C -3.2386 -0.5976 -2.3383
N -2.6571 -0.7075 -0.9835
C -3.4084 -1.4819 0.0452
C -2.4933 -2.2969 0.9798
N -1.1412 -1.7029 1.1159
C -0.1772 -2.5449 1.8674
H 1.2121 -4.1257 1.7642
H 0.1345 -4.1252 0.3960
H 2.5890 -3.5683 -0.0184
H 2.3651 -2.0921 0.9253
H 2.0780 -1.2055 -0.9787
H 1.0204 -3.6541 -2.1809
H 2.6540 -3.0032 -2.4316
H 1.0223 -2.4548 -4.2795
H 1.8510 -1.0693 -3.5650
H -0.0456 -0.1704 -3.2076
H -1.1252 -2.6003 -4.2804
H -1.3553 -0.9235 -4.8071
H -2.9129 -2.6318 -2.8620
H -3.4306 -1.6268 -4.1765
H -4.3318 -0.6743 -2.2769
H -3.0025 0.4086 -2.6946
H -2.5209 0.2388 -0.6399
H -4.0727 -2.1861 -0.4557
H -4.0204 -0.7847 0.6276
H -2.3692 -3.2932 0.5700
H -2.9693 -2.3898 1.9633
H -1.2115 -0.8172 1.6095
H -0.7277 -3.1579 2.5917
H 0.4474 -1.8522 2.4373
C 0.0065 0.6682 -0.4681
Ge 0.6806 2.0138 0.6348
C -0.1085 3.8077 0.3468
C 0.1217 4.8812 1.2085
C -0.4581 6.1222 0.9842
C -1.2881 6.3105 -0.1149
C -1.5320 5.2534 -0.9799
C -0.9454 4.0145 -0.7469
C 2.6462 2.1816 0.5391
C 3.3889 2.8962 1.4793
C 4.7718 2.9831 1.3879
C 5.4410 2.3474 0.3500
C 4.7198 1.6293 -0.5941
C 3.3357 1.5519 -0.4948
C 0.3030 1.5977 2.5365
C -0.9035 1.9794 3.1250
C -1.2424 1.5736 4.4106
C -0.3701 0.7765 5.1398
C 0.8381 0.3908 4.5741
C 1.1643 0.7958 3.2860
H 0.7588 4.7477 2.0774
H -0.2671 6.9428 1.6656
H -1.7442 7.2770 -0.2931
H -2.1801 5.3940 -1.8372
H -1.1344 3.1827 -1.4195
H 2.8860 3.3835 2.3077
H 5.3302 3.5444 2.1279
H 6.5199 2.4131 0.2768
H 5.2368 1.1294 -1.4048
H 2.7630 0.9991 -1.2345
H -1.5921 2.6086 2.5690
H -2.1867 1.8805 4.8448
H -0.6310 0.4565 6.1412
H 1.5228 -0.2354 5.1342
H 2.1067 0.4758 2.8531
O -3.2519 -4.4851 -1.4629
Se -1.6534 -4.5878 -1.7483
O -1.2850 -4.7561 -3.3230
O -1.0358 -3.0716 -1.3222
O -0.8931 -5.6497 -0.7860
*
```

Record 5
The following is a DFT calculation (ωB97M-V/def2-TZVPD) of a 2-piece molecular cluster, C29H39N4O2 overall at a distorted geometry.

Results
- molar mass (g/mol) = 475.7
- energy relative to the best compared isomer or geometry (same formula, charge and spin) (kJ/mol) = 80.1
- lowest unoccupied orbital energy (Ha) = -0.15796
- electronic energy (eV) = -40754.2501

```
! RIJCOSX wB97M-V def2-TZVPD def2/J DEFGRID3
* xyz 1 1
C 2.9658 0.8840 4.9104
N 1.6794 0.3027 4.6868
C 1.2712 -0.9339 5.2981
C -0.1637 -1.1098 4.8075
N -0.3246 -0.0377 3.8612
C -1.5646 0.2148 3.1965
C 0.7659 0.7821 3.7919
C 0.9586 1.8235 2.8900
H 2.8906 1.9759 4.8573
H 3.3171 0.5983 5.9108
H 3.7113 0.5541 4.1706
H 1.8978 -1.7743 4.9625
H 1.3309 -0.8785 6.3933
H -0.3062 -2.0867 4.3248
H -0.8801 -1.0305 5.6379
H -1.3800 0.7163 2.2404
H -2.0783 -0.7370 3.0084
H -2.2370 0.8524 3.7961
H 0.1070 2.1496 2.3073
H 1.8482 2.4301 3.0141
C 7.3909 -2.5808 0.4471
O 6.9424 -1.3802 1.1186
C 5.7184 -0.8766 0.8196
C 5.3163 0.2980 1.5059
C 4.0727 0.8450 1.2829
C 3.1495 0.2660 0.3658
C 1.8444 0.8278 0.1654
C 0.9768 0.3440 -0.8134
C -0.2495 0.8861 -1.1901
N -1.0452 0.3468 -2.1415
C -2.3567 0.9302 -2.4401
C -3.2793 0.9739 -1.2224
C -4.6495 1.5217 -1.5435
C -5.7845 0.7233 -1.3754
C -7.0367 1.2018 -1.7672
C -7.1612 2.5012 -2.2768
C -6.0281 3.3158 -2.3974
C -4.7730 2.8294 -2.0184
C -2.8692 0.0316 -3.5653
O -3.9064 0.1726 -4.2096
N -1.9540 -0.9674 -3.7372
C -2.1486 -2.0218 -4.7001
C -0.7520 -0.8712 -2.9193
C 0.4742 -0.7385 -3.8370
C -0.6317 -2.1359 -2.0540
C 3.5987 -0.8869 -0.3450
C 4.8385 -1.4590 -0.1232
H 8.3786 -2.7594 0.8703
H 6.7260 -3.4302 0.6601
H 7.4646 -2.4274 -0.6392
H 6.0206 0.7449 2.2037
H 3.7805 1.7549 1.8073
H 1.5719 1.7285 0.7172
H 1.2759 -0.5496 -1.3558
H -0.6212 1.8075 -0.7287
H -2.2310 1.9538 -2.8399
H -3.3649 -0.0457 -0.8166
H -2.7932 1.5982 -0.4565
H -5.6649 -0.2866 -0.9745
H -7.9113 0.5541 -1.6828
H -8.1410 2.8812 -2.5725
H -6.1116 4.3284 -2.7955
H -3.8759 3.4476 -2.1123
H -3.1295 -1.9054 -5.1661
H -1.3732 -1.9881 -5.4741
H -2.0950 -2.9986 -4.2072
H 0.3111 0.0740 -4.5579
H 1.3832 -0.5267 -3.2700
H 0.6145 -1.6803 -4.3847
H -1.5674 -2.2994 -1.5018
H -0.4409 -2.9972 -2.7083
H 0.1873 -2.0607 -1.3362
H 2.9637 -1.3563 -1.0980
H 5.1366 -2.3540 -0.6739
*
```

Record 6
The following is a DFT calculation (ωB97M-V/def2-TZVPD) of C29H39N8O4SSiW as an isolated structure at a distorted geometry.

Results
- molar mass (g/mol) = 807.7
- energy relative to the best compared isomer or geometry (same formula, charge and spin) (kJ/mol) = 303.8
- lowest unoccupied orbital energy (Ha) = 0.08254
- electronic energy (eV) = -71359.8562

```
! RIJCOSX wB97M-V def2-TZVPD def2/J DEFGRID3
* xyz -1 1
W 0.3167 -0.6929 -0.2514
C 3.1274 0.6801 1.8705
N 0.5029 -0.5084 1.7407
C 0.7799 -1.6966 2.4656
C 1.1281 -2.7572 1.4715
N 1.6958 -2.3211 0.3773
C 2.4650 -3.3689 -0.1334
C 3.2370 -3.4959 -1.2861
C 3.8999 -4.6881 -1.4818
C 3.8113 -5.7527 -0.5666
C 3.0627 -5.6306 0.5795
C 2.4156 -4.4154 0.7713
N 1.6457 -3.9426 1.8226
C 2.4783 1.4164 0.9336
N 1.7843 1.0044 -0.2266
C 1.7778 2.1475 -1.0789
C 1.5724 2.3304 -2.4394
C 1.6546 3.6178 -2.9851
C 1.9633 4.7189 -2.2060
C 2.2508 4.5487 -0.8509
C 2.1819 3.2721 -0.3328
N 2.5448 2.8050 0.9121
H 3.6591 1.1693 2.6816
H 3.1706 -0.3960 1.7860
H 0.3585 0.3136 2.2839
H 1.6757 -1.5842 3.0712
H -0.0347 -2.0067 3.1377
H 3.2941 -2.6851 -1.9959
H 4.5110 -4.8018 -2.3689
H 4.3370 -6.6794 -0.7600
H 2.9732 -6.4393 1.2949
H 1.1573 -4.5608 2.4545
H 1.3720 1.5036 -3.0901
H 1.4840 3.7462 -4.0495
H 1.9986 5.7077 -2.6509
H 2.5548 5.3861 -0.2305
H 2.9636 3.3482 1.6404
O 0.8364 -1.3203 -4.1544
S 0.8762 -1.2390 -2.7306
O 2.1778 -0.9503 -2.1169
O 0.2961 -2.3785 -1.9751
O 0.0086 -0.0739 -2.1659
C 0.4466 2.9897 3.6905
C -0.4199 3.1460 2.4636
C -1.1457 4.3057 2.2530
C -1.9155 4.3587 1.0951
C -1.9450 3.2955 0.2316
C -1.2025 2.1087 0.5181
N -0.4427 2.1006 1.6370
N -1.2159 1.0107 -0.3064
Si -2.2718 0.9937 -1.7466
C -4.0563 1.4256 -1.1827
C -2.5931 -0.5884 -2.7223
C -1.8304 2.2947 -3.0163
H 0.8102 3.9560 4.0458
H 1.2926 2.3354 3.4648
H -0.1281 2.5297 4.5038
H -1.1098 5.1286 2.9561
H -2.4842 5.2536 0.8619
H -2.5068 3.3742 -0.6798
H -4.1781 1.3765 -0.0910
H -4.7782 0.7332 -1.6358
H -4.3444 2.4388 -1.4951
H -2.0996 -1.4552 -2.2930
H -2.1832 -0.4554 -3.7308
H -3.6624 -0.8015 -2.8001
H -1.6871 3.2863 -2.5774
H -2.6337 2.3530 -3.7642
H -0.9041 2.0275 -3.5295
C -1.9380 -3.5661 1.4201
C -2.2855 -2.1919 0.8322
C -2.6660 -1.2163 1.9620
C -3.4979 -2.3597 -0.0889
N -1.1673 -1.6939 0.1086
H -2.8513 -4.0701 1.7409
H -1.2742 -3.4669 2.2872
H -1.4418 -4.1807 0.6588
H -3.4682 -1.6351 2.5784
H -2.9977 -0.2686 1.5301
H -1.7983 -1.0030 2.5892
H -4.3439 -2.7377 0.4910
H -3.2731 -3.0617 -0.8970
H -3.7737 -1.4006 -0.5300
*
```

Question: Which value of electronic energy does entry 4 give?
Answer: -168542.6743 eV

Question: Among the records above, which one has the highest energy relative to the best compared isomer or geometry (same formula, charge and spin)?
Answer: C29H39N8O4SSiW

Question: Number 2 is which compound?
Answer: C29H38N4NiO2P2